A structure of composition C63H114B2F3Hg2N6O25S in a non-equilibrium geometry. Source: the Open Molecules 2025 dataset; level of theory: wB97M-V/def2-TZVPD.

Its HOMO-LUMO gap is 1.0 eV. For the calculated total energy, the calculation gives -5731.77765 a.u. For the LUMO energy, the calculation gives -8.8 eV. As for the HOMO energy: -0.3608 Ha. Its net charge is +1.

Geometry as XYZ:
```
216
Properties=species:S:1:pos:R:3:forces:R:3:mulliken_charge:R:1
Hg -0.584790 5.116492 -4.498455 0.007 -0.010 0.045 0.286
Hg -7.009500 -0.129898 0.418465 0.068 -0.007 0.051 0.234
O -8.449700 3.450412 -4.151025 -0.597 1.858 -2.988 -0.543
C -8.661610 4.150282 -5.153495 0.542 -2.497 3.374 0.673
O -9.799890 4.392362 -5.734685 0.606 1.126 -0.314 -0.363
B -9.573290 5.654332 -6.563145 -0.641 -1.001 -0.063 0.816
O -8.127540 5.713292 -6.785355 0.997 -0.648 0.821 -0.425
C -7.515350 4.927892 -5.907955 3.673 0.344 0.435 0.644
O -6.296290 4.814962 -5.659465 -4.411 0.435 -1.152 -0.552
O -10.075430 6.839042 -5.878385 0.435 -0.791 -0.397 -0.394
C -10.796770 7.506272 -6.755855 -1.291 3.013 1.658 0.681
O -11.244150 8.620092 -6.555645 0.676 -2.047 -0.660 -0.516
C -10.972900 6.658272 -8.022975 -1.681 3.439 -3.780 0.530
O -10.276520 5.553182 -7.859905 -0.571 0.394 -0.306 -0.403
O -11.554480 7.226082 -8.995495 2.323 -3.642 3.408 -0.523
O -8.270960 12.369882 0.930215 -0.162 -0.280 -1.078 -0.500
C -7.972670 11.485132 0.184455 0.592 -0.377 1.010 0.609
O -7.076640 10.538122 0.488635 -0.523 0.165 0.167 -0.529
B -7.060190 9.434192 -0.467215 0.294 1.115 0.386 0.892
O -7.884380 9.931682 -1.585195 -1.686 1.819 -0.132 -0.300
C -8.505480 11.134682 -1.269765 -2.451 2.107 -1.968 0.573
O -9.326160 11.906832 -1.883565 4.443 -4.730 2.574 -0.509
O -5.648440 9.174232 -0.837885 0.453 -0.687 0.014 -0.417
C -5.269980 7.985882 -0.420975 3.019 -1.541 -1.815 0.623
O -4.249070 7.345312 -0.703655 -2.380 2.317 0.971 -0.540
C -6.474140 7.301472 0.251065 -1.337 -4.738 -0.443 0.661
O -7.472740 8.146482 0.157075 -0.232 -0.268 0.310 -0.409
O -6.512810 6.056262 0.460105 0.008 5.038 -0.035 -0.541
C 0.145690 -1.778388 -1.095995 -1.429 2.709 2.425 0.650
F -0.159720 -2.297138 -2.243615 0.486 -0.719 -0.507 -0.176
F -0.228560 -2.534488 -0.055035 0.044 -0.618 -0.628 -0.213
F 1.437380 -1.498018 -0.918275 -0.265 -0.329 -0.879 -0.198
S -0.887020 -0.127318 -0.850905 -0.795 1.830 -0.406 1.065
O -2.352550 -0.416078 -0.955785 2.508 -0.297 0.451 -0.497
O -0.446640 0.427612 0.446785 -0.558 -1.247 -1.431 -0.521
O -0.506750 0.770272 -1.971435 -0.035 -1.337 1.003 -0.503
C 6.227120 -8.014058 -6.994445 -0.436 -0.764 -0.524 -1.563
C 6.001990 -8.148138 -5.401125 0.844 0.553 -2.580 1.419
C 7.099790 -9.063918 -4.907015 0.136 -0.932 -0.160 -1.001
C 8.454130 -8.465428 -4.956335 0.590 2.698 2.358 -0.764
C 8.467480 -7.115068 -4.070715 0.373 -0.434 -0.701 -1.199
C 7.430490 -6.065598 -4.488085 0.242 -1.711 -2.721 1.611
N 6.182520 -6.773638 -4.904205 -0.406 -0.610 0.755 0.411
O 5.116380 -5.949528 -5.354925 1.157 -0.444 0.615 -0.446
C 7.103480 -5.061978 -3.462785 -0.128 1.916 1.463 -1.976
C 8.084140 -5.367208 -5.720285 -0.835 1.160 -0.174 -1.758
C 4.635140 -8.741218 -5.016145 -0.224 -0.081 0.118 -1.926
H 5.328540 -8.003958 -7.611345 -0.466 0.810 0.492 0.385
H 6.684150 -8.866598 -7.496835 0.410 -0.626 0.764 0.371
H 6.895400 -7.206238 -7.292655 -0.463 0.254 0.352 0.281
H 6.782470 -9.435378 -3.932635 0.496 -0.181 0.166 0.373
H 7.247250 -9.873758 -5.621535 -1.090 -0.549 0.256 0.433
H 8.744970 -8.241048 -5.982565 -0.141 0.297 -0.018 0.334
H 9.275390 -9.070118 -4.571675 -0.348 -0.389 0.114 0.410
H 9.458690 -6.703578 -4.261195 -0.036 0.354 0.209 0.426
H 8.364000 -7.128368 -2.985735 0.129 -1.331 0.114 0.409
H 8.011990 -4.522278 -3.195505 0.114 0.272 -0.309 0.409
H 6.360540 -4.337288 -3.795905 0.269 0.174 -0.486 0.456
H 6.714050 -5.301238 -2.473255 -0.039 -1.253 -0.106 0.407
H 8.360010 -6.034338 -6.536965 -0.053 -0.080 0.292 0.354
H 7.393950 -4.612728 -6.097795 -0.275 -0.157 -0.333 0.377
H 8.950390 -4.759508 -5.458755 0.213 -0.362 0.399 0.454
H 4.508430 -8.732728 -3.933565 -0.072 0.678 0.152 0.442
H 4.515520 -9.812408 -5.178445 0.686 -0.119 -0.667 0.397
H 3.783540 -8.297888 -5.532205 0.156 0.350 0.206 0.416
H 4.654250 -5.903888 -4.514725 -0.810 0.511 -0.044 0.371
C 1.858990 7.164062 7.025955 -0.035 1.200 -1.141 -1.680
C 1.170080 5.866952 7.324375 -0.536 -1.693 1.288 1.725
C 1.891190 4.650142 6.730525 -0.058 0.699 -2.019 -1.410
C 3.262040 4.349132 7.313425 -0.819 0.642 0.233 -0.718
C 3.158190 4.204032 8.834345 0.932 -0.644 -1.878 -0.950
C 2.327380 5.273492 9.610075 1.755 -0.947 -0.891 1.343
N 1.156990 5.547682 8.790855 -1.040 -0.114 1.053 0.280
O 0.221040 6.301972 9.569145 0.736 -0.187 -0.800 -0.437
C 2.075090 4.596082 10.970075 -2.231 1.651 0.638 -1.882
C 3.199510 6.521002 9.909315 -0.101 0.035 0.860 -1.757
C -0.299440 5.835982 6.836225 -0.791 0.099 0.471 -1.845
H 1.353700 7.631942 6.181035 -0.505 0.287 0.198 0.390
H 2.838510 7.074582 6.556225 0.436 -0.337 0.816 0.343
H 1.841930 7.853232 7.870255 0.119 -0.014 -0.195 0.365
H 1.125320 3.887542 6.589135 0.477 -0.797 1.075 0.470
H 2.020030 4.859492 5.668605 0.250 0.508 -0.321 0.427
H 3.998040 5.124372 7.100345 -0.277 0.362 -0.400 0.333
H 3.686730 3.443532 6.880285 -0.123 -0.116 0.064 0.411
H 4.227110 4.145212 9.039425 -0.133 0.243 1.340 0.347
H 2.803080 3.173542 8.843795 -0.621 0.109 1.283 0.422
H 1.373020 3.762782 10.941585 1.082 -0.943 -0.362 0.412
H 2.950320 4.616422 11.619425 0.214 -1.068 -0.557 0.388
H 1.417470 5.202322 11.593055 -0.075 0.955 -0.114 0.496
H 3.599130 7.125172 9.094835 0.089 -0.601 -0.196 0.322
H 2.683270 7.226712 10.560135 -0.476 -0.039 -0.097 0.405
H 3.970160 6.121772 10.568715 0.541 0.271 -0.380 0.482
H -0.811610 4.873942 6.851795 0.828 -0.683 -0.231 0.439
H -0.436930 6.240612 5.833485 0.279 0.087 0.082 0.389
H -1.006340 6.327252 7.504845 0.469 0.957 -0.048 0.414
H -0.484790 5.658652 9.666855 -0.395 0.077 0.214 0.348
C -8.623150 -0.286438 5.316195 0.063 0.910 -0.540 -1.933
C -7.691990 -1.389598 5.870475 -0.804 0.166 -0.650 1.722
C -8.647460 -2.546708 6.237415 -0.205 2.149 1.883 -1.073
C -7.997270 -3.827698 6.422305 -0.184 -0.534 1.254 -0.747
C -7.222680 -4.215198 5.274685 1.028 -0.463 -2.219 -1.189
C -6.139270 -3.142208 4.872005 -0.821 -4.647 -0.100 1.579
N -6.714400 -1.882498 4.797385 -2.142 1.643 0.246 0.212
O -5.731670 -0.977358 4.437925 -0.602 0.622 0.194 -0.353
C -4.952930 -3.251198 5.804865 1.117 -0.260 -0.121 -1.878
C -5.671420 -3.593278 3.473115 -0.164 0.894 -1.764 -1.903
C -6.895100 -0.810458 7.106885 -0.479 0.322 -1.143 -1.760
H -8.087150 0.501692 4.787385 0.237 0.030 0.111 0.395
H -9.232960 0.208662 6.071915 0.546 -0.077 0.666 0.441
H -9.436380 -0.573658 4.649665 0.500 -0.862 -0.387 0.369
H -8.924310 -2.345688 7.272325 -0.372 0.742 0.178 0.305
H -9.637960 -2.606108 5.786315 0.459 0.254 -0.998 0.500
H -8.858600 -4.449768 6.665735 0.720 -0.947 0.353 0.325
H -7.264870 -3.698678 7.219205 -0.380 -0.476 0.737 0.296
H -7.872840 -4.342798 4.409175 -0.062 -0.094 -0.183 0.449
H -6.723800 -5.167948 5.452105 0.218 0.004 -0.218 0.449
H -5.125610 -3.162488 6.877435 -0.133 0.553 -0.140 0.259
H -4.476770 -4.225368 5.693695 -0.178 -0.115 -0.195 0.467
H -4.232520 -2.557028 5.372155 0.428 0.161 0.768 0.562
H -5.319900 -4.600828 3.250905 0.410 -0.114 1.170 0.370
H -6.473790 -3.553048 2.736445 -0.663 0.329 0.330 0.404
H -4.980170 -2.872148 3.036935 0.451 -0.112 0.300 0.447
H -6.470920 -1.572318 7.760905 0.005 0.196 -0.083 0.261
H -7.482290 -0.068518 7.648015 -0.536 -0.607 0.271 0.483
H -6.157850 -0.115348 6.705145 0.616 -0.339 0.046 0.505
H -5.274990 -0.913428 5.279915 0.938 0.731 0.132 0.337
C -5.913940 -1.684198 -8.732975 1.059 0.377 1.910 -1.704
C -5.921630 -3.152198 -9.113515 -1.637 -0.545 0.970 1.413
C -6.081660 -3.293818 -10.610085 2.079 -0.284 -2.205 -1.005
C -4.699840 -3.102298 -11.383715 0.249 -1.169 3.200 -0.781
C -3.635780 -4.079618 -10.619105 -1.483 0.981 -2.912 -1.311
C -3.414870 -3.853828 -9.163185 1.735 0.412 -0.049 1.536
N -4.758450 -3.961078 -8.565735 -0.450 0.757 -1.581 0.387
O -4.752650 -3.977938 -7.194035 0.264 0.131 0.381 -0.415
C -2.552200 -5.069678 -8.670575 -1.136 0.308 1.345 -1.787
C -2.715330 -2.454368 -8.815495 -0.968 -0.913 -0.199 -1.473
C -7.257970 -3.697028 -8.425945 0.861 -1.328 -0.493 -1.995
H -5.279540 -1.003398 -9.300575 -0.596 -0.008 -0.471 0.288
H -5.469860 -1.635108 -7.738755 0.283 -0.047 0.253 0.429
H -6.922190 -1.367818 -8.465705 -0.004 0.445 -0.986 0.431
H -6.368470 -4.268448 -11.004965 -0.756 -0.147 0.725 0.391
H -6.725150 -2.506438 -11.002585 -0.436 -0.249 0.287 0.383
H -4.470250 -2.052668 -11.200265 0.613 -0.011 -0.730 0.301
H -4.748240 -3.417728 -12.425955 -0.126 0.444 0.102 0.424
H -2.738350 -4.129638 -11.235735 0.416 0.428 0.466 0.455
H -4.025020 -5.091358 -10.732985 -0.321 -0.131 0.064 0.472
H -1.674890 -5.522508 -9.132505 -0.025 1.046 -0.956 0.318
H -2.230160 -4.791548 -7.667065 -0.155 -0.511 0.276 0.361
H -3.278640 -5.882278 -8.661895 0.087 -0.250 0.525 0.433
H -2.823290 -2.273048 -7.746115 -0.237 0.156 -0.049 0.396
H -1.649180 -2.363438 -9.023225 -0.040 -0.561 -0.329 0.392
H -3.243890 -1.713198 -9.414995 0.172 0.248 0.345 0.250
H -7.312370 -3.723888 -7.337635 0.506 0.544 0.044 0.407
H -7.312010 -4.747128 -8.713145 -0.223 -0.205 -0.118 0.489
H -8.185580 -3.233768 -8.762135 0.384 0.302 -0.355 0.458
H -5.187430 -4.815298 -7.016885 -0.122 -0.197 0.548 0.372
C 3.394700 -3.100868 6.766135 1.210 0.329 0.253 -1.561
C 4.269070 -4.374258 6.913755 -0.001 -0.363 0.967 1.245
C 5.462290 -4.399508 5.832605 -0.998 -0.503 -0.109 -1.195
C 6.677310 -3.608478 6.201195 -0.437 0.311 1.136 -0.603
C 7.113750 -4.092358 7.549525 0.233 0.876 1.012 -1.255
C 6.075480 -3.876398 8.744995 2.055 1.162 -0.736 1.531
N 4.773390 -4.428028 8.342605 1.001 -0.186 -0.299 0.460
O 3.768850 -4.411108 9.370875 0.728 0.704 -1.465 -0.453
C 6.660160 -4.660158 9.878165 -0.824 -1.563 0.667 -2.065
C 6.130810 -2.384688 9.306195 -1.060 0.474 -1.179 -1.713
C 3.412570 -5.661718 6.693055 0.087 0.829 -1.182 -1.741
H 3.946750 -2.234928 7.131485 0.269 -0.061 0.571 0.366
H 2.512870 -3.185618 7.401205 -0.252 0.056 -0.591 0.404
H 3.301980 -2.770198 5.731655 -0.922 -0.702 -0.184 0.393
H 5.719050 -5.439098 5.629045 0.164 -0.178 0.384 0.406
H 5.100770 -4.065528 4.860055 -0.616 0.197 0.126 0.466
H 6.384590 -2.565888 6.325465 0.112 0.293 -0.257 0.248
H 7.555590 -3.647098 5.556805 -0.447 -0.173 -0.535 0.419
H 8.020680 -3.528688 7.768285 -0.021 0.206 0.658 0.423
H 7.499950 -5.110008 7.491775 -0.572 -0.362 0.116 0.438
H 5.910570 -4.668868 10.669455 0.208 -0.104 0.376 0.487
H 6.780450 -5.678508 9.508565 0.153 -0.259 0.377 0.452
H 7.599730 -4.305708 10.302025 -0.115 0.199 -0.383 0.424
H 6.863440 -2.140908 10.075545 -0.050 -0.881 0.243 0.412
H 6.369460 -1.613058 8.574245 -0.193 -0.212 -0.651 0.345
H 5.134240 -2.125228 9.663465 0.023 -0.032 0.285 0.361
H 2.583160 -5.891718 7.361835 0.272 0.502 0.357 0.348
H 3.998420 -6.567758 6.538245 0.249 0.157 0.261 0.381
H 2.962180 -5.426148 5.728815 -0.323 -0.393 -0.239 0.442
H 3.881400 -5.247078 9.829215 0.060 -0.315 0.018 0.361
C 3.626400 6.720232 -2.318415 0.693 1.620 -0.042 -1.760
C 4.765980 5.979232 -3.097895 -2.735 -0.517 0.925 1.421
C 5.205680 4.857952 -2.117245 -1.496 0.395 0.622 -1.420
C 6.088090 3.851152 -2.703865 0.063 0.127 -0.890 -0.700
C 5.392180 3.279552 -3.956735 1.430 0.282 0.084 -1.138
C 4.901440 4.291192 -5.094365 0.281 -1.350 1.326 1.361
N 4.149640 5.295112 -4.312535 -0.033 -0.332 0.335 0.101
O 3.441020 6.200682 -5.137555 0.958 -0.501 0.649 -0.374
C 6.130580 4.839542 -5.962765 -0.858 -0.007 0.578 -1.531
C 4.017660 3.405572 -6.030535 1.183 -0.279 -1.370 -1.687
C 5.887560 6.919772 -3.465625 1.033 -0.599 -0.285 -1.141
H 3.352170 7.677662 -2.761395 0.100 -0.012 -0.564 0.377
H 4.120530 7.059922 -1.408175 -0.004 -0.165 0.305 0.427
H 2.661940 6.315122 -2.012155 0.379 -1.040 -0.418 0.366
H 5.612110 5.163902 -1.153235 0.115 0.955 -0.198 0.365
H 4.287080 4.356992 -1.811785 -0.342 -0.016 -0.119 0.476
H 6.196630 3.051762 -1.970855 0.415 -0.128 -0.178 0.413
H 7.036040 4.368342 -2.852225 0.452 -0.642 -0.434 0.333
H 4.586210 2.702852 -3.502925 -0.437 0.017 -0.690 0.457
H 6.140310 2.586162 -4.340935 -0.370 -0.222 -0.680 0.376
H 6.477970 4.119342 -6.703535 -0.314 -0.202 0.102 0.402
H 5.805380 5.721192 -6.515075 -0.001 0.062 -0.066 0.379
H 7.011400 5.111322 -5.381045 -0.232 0.000 0.254 0.319
H 4.759020 2.697262 -6.400385 0.168 -0.561 0.355 0.420
H 3.174470 2.777072 -5.743985 0.021 0.581 1.011 0.363
H 3.767000 3.774682 -7.025035 -0.335 1.136 0.287 0.395
H 6.714220 6.210182 -3.500635 0.590 0.627 -0.397 0.278
H 6.174560 7.705722 -2.767055 -0.498 -0.177 0.310 0.351
H 5.798020 7.397072 -4.441465 -0.132 -0.037 -0.060 0.196
H 4.179630 6.775042 -5.352435 -0.204 0.993 -0.759 0.379
```
Forces are in eV/Å.